Entry 1:
# C4H7AlO3Se2Te2

A structure of composition C4H7AlO3Se2Te2 (the ωB97M-V functional and the def2-TZVPD basis, OMol25).

Each line ends with the Löwdin charge.
CARTESIAN COORDINATES (ANGSTROEM)
1 Al -0.6981 1.6793 0.3720  -0.507
2 C 0.2653 -1.9058 0.7753  0.016
3 C 0.1778 -0.9205 -0.3808  -0.467
4 C 0.8959 -1.4207 -1.6242  0.012
5 O 0.6858 0.3703 0.0313  -0.042
6 C -1.3191 -0.6781 -0.6987  -0.520
7 O -1.9666 -1.5158 -1.2567  0.144
8 O -1.7382 0.4853 -0.2972  -0.010
9 H 1.3049 -2.0749 1.0569  0.097
10 H -0.1704 -2.8499 0.4630  0.107
11 H -0.2826 -1.5241 1.6372  0.097
12 H 1.8986 -1.7648 -1.3759  0.093
13 H 0.9488 -0.6245 -2.3654  0.104
14 H 0.3246 -2.2469 -2.0411  0.100
15 H 1.6016 0.2955 0.3356  0.162
16 Se -0.4193 1.7938 2.7160  0.074
17 Te -1.1282 4.2139 2.8846  0.221
18 Te 0.2992 5.1212 0.7573  0.210
19 Se -0.6795 3.5668 -0.9901  0.111

E: -162285.668 eV
highest occupied orbital energy: -7.859 eV
gap between HOMO and LUMO: 7.24 eV
2S+1: 1

Entry 2:
# C14H29BN3O8P

A cluster of 2 separate species, C14H29BN3O8P in total (the ωB97M-V functional and the def2-TZVPD basis, OMol25).

Each line ends with the Löwdin charge.
CARTESIAN COORDINATES (ANGSTROEM)
1 C 4.8052 1.4645 -2.8306  -0.053
2 C 4.7390 0.3738 -3.6077  -0.202
3 C 4.5880 -1.0298 -2.9757  -0.085
4 B 3.1613 -1.1613 -2.1484  -0.950
5 O 3.4248 -1.0804 -0.6816  0.013
6 O 2.0836 -0.1935 -2.4561  0.019
7 C 1.0330 -0.7062 -3.2232  -0.252
8 C -0.4010 -0.2486 -2.8860  -0.027
9 C -0.7140 1.2054 -3.3275  -0.464
10 O -0.6312 1.6296 -4.4328  0.099
11 O -1.1778 2.0630 -2.3020  0.005
12 C 1.1646 -2.2867 -2.8636  -0.203
13 C -0.0551 -3.0195 -2.2117  -0.683
14 O -0.9060 -3.4674 -3.0194  -0.114
15 O -0.2235 -3.1361 -0.9701  -0.076
16 O 2.4347 -2.4602 -2.2890  0.015
17 H 5.3212 2.3774 -3.1792  0.025
18 H 4.3078 1.5019 -1.8489  0.063
19 H 4.8028 0.4622 -4.7117  0.084
20 H 5.4828 -1.2746 -2.3577  0.085
21 H 4.5991 -1.7590 -3.8214  0.085
22 H 4.3663 -1.0206 -0.4872  0.029
23 H 1.2769 -0.6256 -4.3108  0.146
24 H -0.5019 -0.3077 -1.7823  0.112
25 H -1.1501 -0.8893 -3.4026  0.137
26 H -2.0307 1.6691 -2.0527  0.080
27 H 1.2589 -2.7277 -3.8925  0.129
28 O -1.4466 0.7036 0.2495  -0.231
29 P -1.2374 0.7841 1.7519  0.781
30 N -0.9735 -0.8695 2.0330  -0.326
31 C -1.9386 -1.9349 2.1870  -0.128
32 C 0.3276 -1.3928 1.5874  -0.099
33 N -2.8053 1.4695 2.0585  -0.320
34 C -3.9649 0.8835 2.6905  -0.156
35 C -3.2424 2.4812 1.1100  -0.165
36 N -0.8267 1.0504 3.4535  -0.342
37 C -1.4287 0.4799 4.6225  -0.146
38 C -0.4089 2.4256 3.7133  -0.165
39 H -1.5339 -2.6850 2.8782  0.082
40 H -2.1772 -2.4317 1.2406  0.089
41 H -2.8746 -1.6122 2.6421  0.042
42 H 1.0831 -1.2305 2.3695  0.072
43 H 0.6738 -0.9048 0.6750  0.073
44 H 0.2915 -2.4587 1.3694  0.073
45 H -3.7643 -0.0331 3.2351  0.043
46 H -4.7663 0.6718 1.9692  0.082
47 H -4.3674 1.5871 3.4337  0.071
48 H -3.7306 2.0370 0.2307  0.075
49 H -2.4076 3.0846 0.7522  0.072
50 H -3.9514 3.1740 1.5762  0.072
51 H -2.3811 0.9610 4.8877  0.070
52 H -0.7609 0.6127 5.4836  0.077
53 H -1.5813 -0.5957 4.5414  0.074
54 H -1.2741 3.0975 3.8334  0.070
55 H 0.1967 2.8005 2.8850  0.072
56 H 0.2124 2.4920 4.6122  0.068

E: -45802.373 eV
charge: -2
highest occupied orbital energy: -1.007 eV
gap between HOMO and LUMO: 4.72 eV
2S+1: 1

Entry 3:
# H68O34

A cluster of 34 separate species, H68O34 in total (the ωB97M-V functional and the def2-TZVPD basis, OMol25).

Each line ends with the Löwdin charge.
CARTESIAN COORDINATES (ANGSTROEM)
1 O -3.6772 -4.4025 -0.0363  -0.050
2 H -3.3389 -4.9999 0.6308  0.026
3 H -3.3203 -3.5475 0.2041  -0.028
4 O -0.7194 -2.6375 -2.9058  -0.025
5 H -1.1483 -2.5439 -3.7564  0.078
6 H -1.4186 -2.4962 -2.2676  0.028
7 O 4.0446 2.6422 -3.1060  -0.047
8 H 3.4831 2.7926 -2.3455  -0.020
9 H 3.7588 1.7966 -3.4519  -0.001
10 O 1.5126 -2.2021 -1.3496  -0.043
11 H 0.6935 -2.2367 -1.8437  -0.001
12 H 2.1876 -2.4341 -1.9875  0.003
13 O 1.7358 -4.1943 -3.2845  -0.035
14 H 1.5667 -4.1824 -4.2265  0.049
15 H 0.9035 -3.9366 -2.8880  0.001
16 O -2.8828 -1.4207 3.2534  -0.029
17 H -3.1215 -2.3009 3.5443  0.085
18 H -3.5036 -0.8442 3.6990  0.092
19 O -1.7456 1.0099 -2.4289  -0.046
20 H -1.7192 0.0585 -2.3276  0.021
21 H -2.6441 1.2505 -2.2028  0.002
22 O -0.4833 -4.8865 1.3811  -0.025
23 H -0.8506 -5.4558 2.0574  0.064
24 H -1.1183 -4.1755 1.2951  -0.009
25 O 1.1118 1.4225 2.6754  -0.047
26 H 0.5427 2.1377 2.3908  0.016
27 H 1.7173 1.2926 1.9455  0.012
28 O 3.8912 -4.2227 2.0330  -0.064
29 H 4.2263 -4.0159 1.1606  0.024
30 H 2.9695 -3.9660 2.0031  -0.027
31 O 2.3931 3.7878 -0.8885  -0.027
32 H 2.8283 4.3556 -0.2526  0.094
33 H 2.1745 2.9975 -0.3945  0.032
34 O 2.2322 1.0990 -0.0247  -0.036
35 H 3.1190 0.9972 0.3209  0.007
36 H 2.1817 0.4704 -0.7448  0.041
37 O -2.7424 2.5917 0.8618  -0.023
38 H -1.8103 2.5470 0.6488  0.033
39 H -3.1452 2.9949 0.0928  0.040
40 O 1.8167 -1.8974 3.4513  -0.042
41 H 1.5080 -2.1702 2.5873  -0.008
42 H 1.5559 -2.6096 4.0352  0.064
43 O 0.3047 4.1094 2.0314  -0.037
44 H 0.2331 4.8234 2.6650  0.053
45 H 0.0611 4.5057 1.1948  -0.018
46 O 1.5009 -3.1895 1.1723  -0.066
47 H 0.9437 -3.9672 1.2032  0.008
48 H 1.4277 -2.8775 0.2703  0.010
49 O 0.4608 1.8548 -3.6811  -0.031
50 H 0.6981 2.7446 -3.4198  0.017
51 H -0.3418 1.6678 -3.1943  -0.012
52 O 4.8702 0.7006 0.4268  -0.011
53 H 5.1119 -0.0656 0.9473  0.050
54 H 5.6983 1.0154 0.0644  0.072
55 O 3.8888 2.7451 3.2324  -0.066
56 H 3.9145 1.8360 2.9337  -0.021
57 H 3.4056 2.7128 4.0581  -0.003
58 O 4.0554 -0.3953 3.6451  -0.042
59 H 3.1913 -0.8059 3.6757  -0.021
60 H 4.5177 -0.8607 2.9481  0.019
61 O -4.3887 1.8427 -1.9092  -0.027
62 H -4.5118 2.2512 -2.7661  0.057
63 H -5.1157 1.2249 -1.8313  0.033
64 O -3.6313 -0.1967 0.7383  -0.054
65 H -3.3024 -0.6461 1.5168  0.013
66 H -3.2490 0.6794 0.7875  0.036
67 O -0.7365 -0.1335 4.6740  -0.050
68 H -0.0796 0.2089 4.0678  -0.013
69 H -1.4237 -0.4866 4.1089  -0.029
70 O -0.4647 5.4927 -0.3185  -0.030
71 H -0.4314 6.4357 -0.1578  0.060
72 H 0.2419 5.3306 -0.9435  0.019
73 O -2.7506 0.8577 -5.5236  -0.048
74 H -2.6033 1.6491 -5.0058  0.017
75 H -3.6193 0.9796 -5.9066  0.028
76 O 2.4606 0.0698 -3.3144  -0.054
77 H 2.6604 -0.0852 -4.2376  0.067
78 H 1.7417 0.7017 -3.3273  -0.012
79 O 1.5141 4.6398 -3.1223  -0.058
80 H 1.8451 4.2544 -2.3110  -0.058
81 H 1.8827 5.5231 -3.1363  0.049
82 O -0.6069 -0.0641 0.1115  -0.022
83 H 0.2610 -0.3382 0.4077  0.034
84 H -0.4416 0.4291 -0.6921  0.027
85 O 4.1731 -2.1283 -2.5272  -0.043
86 H 3.8235 -2.8220 -3.0865  0.020
87 H 3.6319 -1.3642 -2.7260  -0.019
88 O -5.4565 -2.3114 1.7910  -0.020
89 H -5.1621 -2.1610 2.6892  0.021
90 H -4.7805 -1.9084 1.2461  -0.012
91 O -6.2243 0.2784 -0.0312  -0.044
92 H -6.8494 -0.4387 -0.1366  0.043
93 H -5.4456 -0.1349 0.3418  -0.029
94 O -1.7129 -2.5184 0.8740  -0.043
95 H -1.7460 -2.2507 1.7924  0.036
96 H -1.6064 -1.7000 0.3891  0.009
97 O 1.5495 2.7362 5.0168  -0.049
98 H 1.3451 2.0027 4.4368  -0.011
99 H 0.7846 3.3087 4.9584  0.036
100 O -3.1027 -1.2957 -1.7419  -0.032
101 H -3.4283 -0.9933 -0.8942  -0.001
102 H -3.7506 -1.9374 -2.0328  0.074

E: -70723.105 eV
highest occupied orbital energy: -9.933 eV
gap between HOMO and LUMO: 9.24 eV
ΔE to the lowest compared entry with this formula, charge and spin: 338.6 kJ/mol
2S+1: 1